No. 1
Here is a 2-piece molecular cluster, C2H9NO overall from the Open Molecules 2025 dataset. Energies are from ωB97M-V with the def2-TZVPD basis set.

The structure (SMILES) is NCO.C. As for the HOMO-LUMO gap: 10.28 eV. The energy relative to the best compared isomer or geometry (same formula, charge and spin) is 68.1 kJ/mol.

Atoms and positions in Å:
N: 0.748 1.472 1.038
C: -0.068 0.799 0.077
O: -1.428 0.682 0.484
H: 1.258 2.278 0.746
H: 0.740 1.178 1.983
H: -0.091 1.334 -0.872
H: 0.346 -0.199 -0.097
H: -1.478 1.058 1.353
C: 0.601 -2.640 -1.465
H: -0.396 -2.672 -1.900
H: 1.140 -3.562 -1.278
H: 0.443 -2.223 -0.470
H: 1.204 -1.996 -2.101

Results of the natural (NBO) charge analysis, in e, for atoms 1 through 6:
1. N -0.900
2. C 0.096
3. O -0.731
4. H 0.388
5. H 0.377
6. H 0.161

No. 2
Here is C28H50FN3Na2O8PSi as an isolated structure from the Open Molecules 2025 dataset. Energies are from ωB97M-V with the def2-TZVPD basis set.

Its spin multiplicity is 2. As for the HOMO-LUMO gap: 0.84 eV. As for the expectation value of S²: 0.75.

Atoms and positions in Å:
C: 4.289 -2.676 -3.130
C: 3.790 -1.269 -2.771
O: 3.582 -0.391 -3.838
C: 2.657 -0.799 -4.829
C: 1.292 -1.139 -4.254
C: 0.788 -2.462 -4.331
N: -0.374 -2.848 -3.856
C: -1.043 -1.839 -3.236
C: -2.298 -2.124 -2.611
Si: -2.987 -3.895 -2.705
C: -4.776 -4.010 -2.041
C: -3.022 -4.621 -4.470
C: -1.913 -4.986 -1.619
C: -2.994 -1.155 -1.934
C: -2.498 0.189 -1.872
C: -1.316 0.463 -2.494
C: -0.562 -0.525 -3.169
N: 0.628 -0.154 -3.707
H: 3.662 -3.227 -3.830
H: 4.251 -3.250 -2.179
H: 5.337 -2.689 -3.455
H: 2.921 -1.372 -2.108
H: 4.576 -0.808 -2.167
H: 3.022 -1.588 -5.499
H: 2.515 0.080 -5.461
H: 1.395 -3.211 -4.836
H: -4.826 -3.399 -1.138
H: -4.996 -5.045 -1.778
H: -5.502 -3.696 -2.814
H: -2.005 -4.842 -4.790
H: -3.627 -5.532 -4.450
H: -3.464 -3.960 -5.251
H: -1.212 -5.582 -2.210
H: -1.313 -4.396 -0.918
H: -2.504 -5.667 -1.000
H: -3.940 -1.383 -1.452
H: -3.031 0.961 -1.334
H: -0.972 1.490 -2.436
Na: 5.715 -4.306 -1.323
C: 1.417 3.008 -1.340
O: 1.658 4.267 -0.724
P: 0.820 4.584 0.679
O: -0.573 4.593 0.130
O: 1.522 6.019 0.821
C: 1.365 6.992 -0.204
O: 0.453 4.512 2.275
C: 1.530 4.598 3.240
H: 2.253 2.791 -2.005
H: 1.342 2.212 -0.598
H: 0.499 3.053 -1.927
H: 0.414 6.873 -0.725
H: 2.191 6.912 -0.911
H: 1.399 7.977 0.255
H: 1.808 5.641 3.388
H: 2.402 4.030 2.921
H: 1.167 4.191 4.181
C: 4.707 6.679 1.054
C: 5.908 7.151 1.907
O: 6.748 6.268 2.203
O: 5.900 8.365 2.205
H: 4.775 5.611 0.830
H: 3.776 6.861 1.591
H: 4.682 7.231 0.110
C: -2.381 0.060 1.946
C: -1.420 -1.153 2.084
C: -2.209 -2.402 2.492
C: -2.648 -2.404 3.951
C: -1.455 -2.153 4.872
C: -0.678 -0.887 4.508
N: -0.329 -0.842 3.051
O: 0.665 -1.658 2.833
C: -1.522 0.343 4.912
C: 0.578 -0.798 5.374
C: -0.876 -1.381 0.684
H: -3.367 -0.117 2.424
H: -1.961 0.968 2.375
H: -2.568 0.299 0.892
H: -1.592 -3.297 2.319
H: -3.087 -2.505 1.846
H: -3.426 -1.650 4.124
H: -3.098 -3.371 4.201
H: -1.796 -2.083 5.906
H: -0.786 -3.024 4.828
H: -1.037 1.268 4.586
H: -1.616 0.389 5.999
H: -2.566 0.330 4.516
H: 1.217 -1.679 5.282
H: 0.298 -0.715 6.423
H: 1.170 0.082 5.116
H: -0.281 -0.530 0.339
H: -1.700 -1.514 -0.011
H: -0.258 -2.282 0.611
F: -4.166 0.197 3.951
Na: -4.517 -2.247 -4.494

Results of the Löwdin charge analysis, in e, for atoms 1 through 6:
1. C -0.068
2. C -0.250
3. O -0.100
4. C -0.148
5. C -0.236
6. C -0.062

No. 3
Here is C27H46BrN3OP2Re as an isolated structure from the Open Molecules 2025 dataset. Energies are from ωB97M-V with the def2-TZVPD basis set.

Its spin multiplicity is 4. As for the HOMO-LUMO gap (alpha / beta): 6.07 / 4.90 eV. The energy relative to the best compared isomer or geometry (same formula, charge and spin) is 0.0 kJ/mol. As for the expectation value of S²: 3.78. As for the charge: +4.

Atoms and positions in Å:
N: 5.425 -3.186 -3.878
C: 6.014 -2.368 -2.996
C: 5.286 -1.528 -2.150
C: 3.863 -1.615 -2.120
C: 3.265 -2.520 -3.037
C: 4.093 -3.266 -3.892
C: 3.096 -0.759 -1.241
Re: -0.060 -1.193 -0.608
P: -1.704 -1.764 0.816
C: 1.910 -1.006 -0.493
C: 1.254 0.286 -0.064
C: 0.463 0.114 1.125
C: -0.121 1.320 1.728
C: 0.099 2.602 1.217
C: 1.006 2.714 0.118
C: 1.569 1.610 -0.514
Br: -0.974 4.013 1.668
H: 3.593 0.202 -1.011
H: 1.802 -1.877 0.182
H: 5.822 -0.830 -1.514
H: 2.184 -2.586 -3.119
H: 7.108 -2.355 -2.976
H: 3.661 -3.945 -4.632
H: 0.808 -0.685 1.821
H: 2.213 1.752 -1.384
H: -0.735 1.189 2.621
H: 1.262 3.712 -0.211
P: -1.071 0.172 -2.095
C: -1.401 -1.655 2.668
C: -2.265 -2.458 3.636
H: -1.474 -0.586 2.901
H: -0.351 -1.943 2.821
H: -2.005 -2.131 4.653
H: -3.341 -2.313 3.520
H: -2.081 -3.535 3.577
C: -2.401 -3.479 0.698
C: -3.893 -3.761 0.877
H: -1.835 -4.053 1.443
H: -2.086 -3.874 -0.275
H: -4.063 -4.818 0.634
H: -4.246 -3.628 1.907
H: -4.531 -3.173 0.207
C: -3.183 -0.600 0.816
C: -4.217 -0.681 1.933
H: -3.669 -0.711 -0.160
H: -2.729 0.402 0.836
H: -4.953 0.117 1.772
H: -4.771 -1.629 1.924
H: -3.788 -0.500 2.924
C: -2.205 1.567 -1.762
C: -2.802 2.273 -2.983
H: -1.645 2.272 -1.131
H: -3.013 1.176 -1.129
H: -2.113 3.012 -3.401
H: -3.101 1.564 -3.764
H: -3.702 2.816 -2.670
C: -2.180 -1.132 -2.823
C: -1.623 -2.507 -2.472
H: -2.213 -0.974 -3.913
H: -3.196 -0.967 -2.433
H: -1.285 -3.007 -3.388
H: -0.686 -2.492 -1.799
H: -2.397 -3.119 -1.995
C: -0.066 0.714 -3.546
C: 0.385 2.178 -3.605
H: -0.640 0.439 -4.446
H: 0.823 0.064 -3.533
H: 1.444 2.217 -3.899
H: -0.172 2.742 -4.364
H: 0.292 2.699 -2.644
C: 3.740 3.532 5.772
N: 3.338 4.346 4.668
C: 2.287 3.970 3.857
N: 2.112 4.871 2.810
O: 1.631 2.949 4.052
H: 4.011 2.525 5.433
H: 2.907 3.441 6.480
H: 4.599 3.994 6.270
H: 3.966 5.063 4.335
H: 1.211 4.773 2.349
H: 2.444 5.807 3.000

Results of the Löwdin charge analysis, in e, for atoms 1 through 6:
1. N 0.147
2. C -0.051
3. C 0.047
4. C -0.184
5. C 0.027
6. C -0.066

No. 4
Here is one molecule with the formula C2H4NP from the Open Molecules 2025 dataset. Energies are from ωB97M-V with the def2-TZVPD basis set.

The structure (SMILES) is CP1=CN=1. As for the HOMO-LUMO gap: 9.82 eV. The energy relative to the best compared isomer or geometry (same formula, charge and spin) is 114.6 kJ/mol.

Atoms and positions in Å:
C: 1.138 0.415 0.269
P: -0.655 0.887 0.040
C: -1.544 -0.696 -0.580
N: -1.522 -0.530 0.658
H: 1.377 0.569 1.317
H: 1.635 1.128 -0.291
H: 1.452 -0.496 0.013
H: -1.881 -1.278 -1.425

Results of the natural (NBO) charge analysis, in e, for atoms 1 through 6:
1. C -0.932
2. P 0.692
3. C -0.094
4. N -0.566
5. H 0.228
6. H 0.222

No. 5
Here is a 12-piece molecular cluster, C23H60BN2O19 overall from the Open Molecules 2025 dataset. Energies are from ωB97M-V with the def2-TZVPD basis set.

As for the HOMO-LUMO gap: 9.16 eV. The energy relative to the best compared isomer or geometry (same formula, charge and spin) is 329.5 kJ/mol. As for the charge: -1.

Atoms and positions in Å:
O: 1.261 2.830 0.306
C: 0.879 1.670 0.341
O: -0.227 1.210 1.030
B: -0.321 -0.267 0.861
O: 0.782 -0.672 -0.066
C: 1.524 0.406 -0.319
O: 2.530 0.460 -1.026
O: -1.593 -0.734 0.241
C: -2.192 -1.675 1.021
O: -3.288 -2.214 0.767
C: -1.345 -1.775 2.307
O: -0.213 -1.050 2.096
O: -1.506 -2.523 3.261
C: 2.087 -3.159 3.383
O: 3.432 -2.601 3.422
H: 1.816 -3.984 4.041
H: 1.482 -2.338 3.766
H: 1.771 -3.497 2.396
H: 3.592 -2.516 4.364
C: -2.499 1.042 -3.024
O: -3.510 2.026 -3.060
H: -2.628 0.125 -3.598
H: -1.588 1.471 -3.442
H: -2.117 0.805 -2.031
H: -3.483 2.494 -2.222
C: -2.828 -2.870 -2.544
O: -2.788 -2.828 -3.925
H: -1.881 -2.614 -2.068
H: -3.632 -2.226 -2.188
H: -3.076 -3.906 -2.312
H: -3.647 -2.504 -4.206
C: -2.349 3.685 -0.705
O: -3.738 3.424 -0.819
H: -1.768 3.292 -1.540
H: -2.102 4.743 -0.790
H: -1.992 3.323 0.259
H: -4.151 3.740 -0.013
C: 0.703 -3.723 -0.446
O: 1.033 -5.106 -0.254
H: 1.038 -3.096 0.380
H: 1.306 -3.411 -1.298
H: -0.299 -3.619 -0.863
H: 0.703 -5.558 -1.035
C: -0.776 -5.878 2.668
O: 0.316 -6.607 2.139
H: -1.627 -5.898 1.987
H: -1.151 -6.537 3.451
H: -0.581 -4.888 3.080
H: 0.708 -6.115 1.414
C: -0.014 6.104 1.867
O: -0.244 5.353 2.796
N: 0.454 7.282 1.897
N: 0.178 5.717 0.665
H: 0.673 7.659 0.986
H: 0.767 7.731 2.747
H: 0.495 6.371 -0.037
H: 0.121 4.725 0.480
C: -0.034 1.866 4.102
C: 1.248 2.382 4.821
C: 2.547 1.995 3.974
O: 0.921 3.793 4.863
H: 0.124 0.791 4.008
H: -0.243 2.300 3.124
H: -0.967 2.088 4.619
H: 1.327 2.038 5.852
H: 2.838 0.973 4.214
H: 3.420 2.536 4.338
H: 2.534 2.177 2.899
H: 0.757 4.119 3.975
C: 0.847 3.332 -3.300
C: 1.559 4.487 -2.593
C: 3.033 4.181 -2.300
O: 1.440 5.652 -3.381
H: 1.406 3.074 -4.199
H: -0.155 3.579 -3.651
H: 0.773 2.417 -2.713
H: 1.046 4.772 -1.675
H: 3.306 3.192 -1.932
H: 3.360 4.845 -1.499
H: 3.647 4.381 -3.178
H: 1.850 5.418 -4.216
C: -4.109 -5.925 0.307
C: -5.336 -5.086 0.753
C: -5.285 -4.844 2.287
O: -5.406 -3.889 0.019
H: -4.288 -6.240 -0.721
H: -4.035 -6.861 0.861
H: -3.207 -5.314 0.319
H: -6.077 -5.799 0.390
H: -6.170 -4.333 2.666
H: -4.514 -4.116 2.540
H: -5.158 -5.792 2.808
H: -4.570 -3.500 0.285
C: 3.538 0.541 -4.114
C: 4.808 0.100 -3.396
C: 6.067 0.092 -4.229
O: 4.919 0.954 -2.248
H: 3.318 -0.197 -4.885
H: 3.727 1.421 -4.729
H: 2.659 0.697 -3.488
H: 4.700 -0.928 -3.051
H: 5.985 -0.453 -5.170
H: 6.966 -0.282 -3.741
H: 6.321 1.137 -4.406
H: 4.071 0.930 -1.797

Results of the Löwdin charge analysis, in e, for atoms 1 through 6:
1. O 0.119
2. C -0.288
3. O 0.174
4. B -0.885
5. O 0.211
6. C -0.297

No. 6
Here is one molecule with the formula C7H12 from the Open Molecules 2025 dataset. Energies are from ωB97M-V with the def2-TZVPD basis set.

The structure (SMILES) is C[C@H]1[C@H]2CCC[C@@H]12. As for the HOMO-LUMO gap: 10.46 eV. The energy relative to the best compared isomer or geometry (same formula, charge and spin) is 118.3 kJ/mol.

Atoms and positions in Å:
C: -2.025 -0.311 0.875
C: -1.253 -0.517 -0.417
C: -0.194 0.270 -1.201
C: 0.989 1.173 -0.889
C: 1.399 0.886 0.552
C: 1.018 -0.608 0.735
C: 0.164 -1.003 -0.480
H: -2.925 0.286 0.698
H: -2.363 -1.291 1.246
H: -1.459 0.165 1.679
H: -1.909 -0.976 -1.158
H: -0.415 0.219 -2.265
H: 1.761 0.700 -1.521
H: 0.935 2.226 -1.177
H: 2.473 1.052 0.697
H: 0.875 1.540 1.259
H: 0.472 -0.760 1.673
H: 1.905 -1.244 0.790
H: 0.553 -1.806 -1.095

Results of the natural (NBO) charge analysis, in e, for atoms 1 through 6:
1. C -0.615
2. C -0.202
3. C -0.228
4. C -0.388
5. C -0.408
6. C -0.416

No. 7
Here is one molecule with the formula C5H11NO from the Open Molecules 2025 dataset. Energies are from ωB97M-V with the def2-TZVPD basis set.

The structure (SMILES) is C=NCCCCO. As for the HOMO-LUMO gap: 10.58 eV. The energy relative to the best compared isomer or geometry (same formula, charge and spin) is 290.1 kJ/mol.

Atoms and positions in Å:
C: 0.437 0.282 2.702
N: 0.903 -0.205 1.580
C: 1.074 0.760 0.456
C: 0.962 0.248 -0.960
C: -0.015 -0.946 -1.072
C: -1.468 -0.735 -0.766
O: -2.061 0.572 -1.094
H: 0.532 -0.152 3.667
H: 0.070 1.271 2.758
H: 2.098 1.172 0.540
H: 0.413 1.668 0.531
H: 2.001 -0.283 -1.233
H: 0.635 1.145 -1.543
H: 0.296 -1.700 -0.333
H: 0.031 -1.463 -2.129
H: -1.673 -0.973 0.213
H: -2.142 -1.424 -1.247
H: -2.093 0.762 -2.068

Results of the natural (NBO) charge analysis, in e, for atoms 1 through 6:
1. C -0.050
2. N -0.401
3. C -0.266
4. C -0.405
5. C -0.436
6. C -0.072

No. 8
Here is a 11-piece molecular cluster, C28H68Cl10O18S6 overall from the Open Molecules 2025 dataset. Energies are from ωB97M-V with the def2-TZVPD basis set.

The structure (SMILES) is CCOS(C)(=O)=O.CCOS(C)(=O)=O.CCOS(C)(=O)=O.CCOS(C)(=O)=O.CCOS(C)(=O)=O.CCOS(C)(=O)=O.ClCCCl.ClCCCl.ClCCCl.ClCCCl.ClCCCl. As for the HOMO-LUMO gap: 10.16 eV. The energy relative to the best compared isomer or geometry (same formula, charge and spin) is 460.0 kJ/mol.

Atoms and positions in Å:
C: -1.080 0.153 -9.711
C: 0.295 0.286 -9.102
O: 1.195 -0.556 -9.765
S: 2.817 -0.292 -9.484
C: 3.077 1.261 -10.516
O: 3.027 0.052 -8.059
O: 3.683 -1.327 -10.137
H: -1.836 0.578 -9.050
H: -1.273 -0.860 -10.061
H: -1.172 0.657 -10.673
H: 0.661 1.312 -9.133
H: 0.273 -0.005 -8.052
H: 2.613 2.107 -10.009
H: 2.702 1.136 -11.532
H: 4.152 1.419 -10.601
C: 0.503 -1.903 9.891
C: 1.232 -2.839 8.979
O: 1.154 -2.429 7.598
S: 2.240 -3.033 6.518
C: 3.668 -1.971 7.148
O: 2.415 -4.477 6.838
O: 1.864 -2.538 5.221
H: 0.772 -0.865 9.699
H: 0.500 -1.982 10.978
H: -0.517 -1.761 9.535
H: 2.289 -2.956 9.217
H: 0.930 -3.884 9.038
H: 4.341 -1.783 6.312
H: 4.171 -2.577 7.902
H: 3.328 -0.977 7.438
C: -1.513 2.053 4.796
C: -2.522 1.803 5.968
O: -3.344 2.944 5.802
S: -4.203 3.504 7.156
C: -5.231 4.720 6.328
O: -5.121 2.479 7.586
O: -3.312 4.226 8.078
H: -2.131 1.912 3.910
H: -0.640 1.400 4.815
H: -1.161 3.080 4.898
H: -3.062 0.855 5.959
H: -1.956 1.872 6.896
H: -5.667 4.269 5.437
H: -4.637 5.584 6.030
H: -6.026 4.967 7.032
C: 5.757 3.302 3.363
C: 6.902 4.095 2.767
O: 7.149 5.345 3.364
S: 7.214 5.465 4.993
C: 8.597 4.324 5.438
O: 7.747 6.818 5.260
O: 5.974 4.987 5.684
H: 5.591 2.392 2.787
H: 4.828 3.873 3.345
H: 5.924 2.972 4.389
H: 7.801 3.519 2.986
H: 6.900 4.213 1.683
H: 8.134 3.346 5.569
H: 9.067 4.596 6.384
H: 9.325 4.382 4.629
C: -4.408 3.351 0.851
C: -5.594 2.347 0.612
O: -5.299 1.205 1.365
S: -6.433 0.516 2.380
C: -7.659 0.045 1.053
O: -5.904 -0.686 2.996
O: -7.024 1.601 3.206
H: -4.634 4.356 0.496
H: -3.490 2.978 0.396
H: -4.337 3.461 1.933
H: -6.486 2.907 0.892
H: -5.680 2.021 -0.425
H: -7.795 0.860 0.342
H: -8.593 -0.232 1.542
H: -7.227 -0.778 0.483
C: 1.755 -6.826 -2.312
C: 0.812 -6.851 -3.490
O: 1.431 -7.221 -4.734
S: 2.474 -6.234 -5.472
C: 1.393 -5.936 -6.959
O: 2.680 -5.029 -4.716
O: 3.566 -7.049 -6.056
H: 1.960 -7.851 -2.002
H: 1.268 -6.352 -1.459
H: 2.727 -6.405 -2.565
H: 0.025 -7.574 -3.274
H: 0.506 -5.813 -3.620
H: 0.365 -5.637 -6.753
H: 1.421 -6.889 -7.486
H: 1.884 -5.178 -7.569
Cl: 1.392 0.770 -1.096
C: 0.304 -0.528 -1.710
C: -0.767 -0.886 -0.618
Cl: -1.612 -2.461 -0.930
H: 0.969 -1.379 -1.857
H: -0.126 -0.079 -2.605
H: -1.563 -0.147 -0.524
H: -0.190 -0.950 0.304
Cl: -4.269 6.573 -6.196
C: -3.660 6.586 -4.495
C: -2.163 6.240 -4.475
Cl: -2.023 4.483 -4.483
H: -4.198 5.898 -3.844
H: -3.895 7.609 -4.199
H: -1.711 6.722 -3.608
H: -1.621 6.684 -5.309
Cl: -6.089 -5.459 -4.570
C: -5.636 -3.725 -4.656
C: -4.247 -3.619 -5.331
Cl: -4.185 -4.275 -6.995
H: -5.650 -3.313 -3.647
H: -6.375 -3.130 -5.194
H: -3.492 -4.210 -4.812
H: -3.813 -2.619 -5.314
Cl: -4.180 -6.607 5.604
C: -2.980 -5.295 5.319
C: -2.318 -5.580 3.922
Cl: -1.434 -7.212 3.835
H: -2.297 -5.268 6.168
H: -3.536 -4.362 5.412
H: -1.607 -4.819 3.600
H: -3.105 -5.496 3.172
Cl: 5.948 4.987 -3.485
C: 5.465 3.400 -4.189
C: 6.273 2.249 -3.507
Cl: 8.083 2.516 -3.547
H: 5.694 3.488 -5.251
H: 4.395 3.373 -3.983
H: 6.041 1.251 -3.878
H: 6.071 2.233 -2.436

Results of the Löwdin charge analysis, in e, for atoms 1 through 6:
1. C -0.060
2. C -0.321
3. O -0.268
4. S 0.732
5. C -0.100
6. O -0.319